DFT (ωB97M-V with the def2-TZVPD basis set) results for C27H32N5O9SScSi as an isolated structure at a distorted geometry.

Values from the calculation:
Molecular weight = 675.69 g mol⁻¹
Frontier orbital gap = 5.16 eV

Last column: Mulliken charge in e.
Positions of all 76 atoms, in Å:
1 Sc -0.02526 0.75833 0.81024  -1.226
2 C 2.93450 1.90731 -0.47169  -0.922
3 O 2.04519 1.65969 0.61081  -0.164
4 C 2.71359 1.26176 1.81362  -0.509
5 C 2.82644 -0.25732 1.87963  -0.720
6 O 1.59453 -0.83144 1.42832  0.593
7 C 1.24370 -2.01646 2.14820  -1.152
8 H 3.61832 2.71680 -0.21114  0.294
9 H 2.33215 2.20593 -1.32435  0.283
10 H 3.50932 1.01359 -0.73075  0.350
11 H 2.10256 1.61292 2.64311  -0.012
12 H 3.70245 1.71909 1.87416  0.670
13 H 3.02244 -0.53765 2.91632  0.489
14 H 3.63686 -0.64057 1.25068  0.379
15 H 1.03246 -1.77821 3.19355  0.302
16 H 2.05637 -2.74350 2.09827  0.387
17 H 0.35304 -2.43670 1.68772  0.294
18 N -1.71706 1.78608 -2.98586  0.063
19 C -1.30221 1.06774 -4.05485  0.131
20 C -1.93798 1.21543 -5.30636  -0.987
21 C -1.53544 0.48187 -6.39483  -0.609
22 C -0.46612 -0.41716 -6.30398  -0.999
23 C 0.20196 -0.53943 -5.10553  -0.465
24 C -0.22147 0.16917 -3.98651  0.793
25 S 0.77135 0.16371 -2.51553  -0.008
26 N -0.14504 0.87426 -1.37165  0.848
27 C -1.20707 1.73308 -1.68206  0.027
28 C -1.74592 2.49913 -0.67548  0.775
29 C -3.01034 3.18461 -0.76232  -1.219
30 C -3.45278 3.92517 0.28165  -0.293
31 C -2.66555 4.03105 1.46851  -1.182
32 C -1.50140 3.32743 1.52955  -0.051
33 N -1.01696 2.55638 0.52732  0.249
34 H -2.42328 2.47881 -3.15606  0.176
35 H -2.75332 1.92469 -5.38887  0.438
36 H -2.04502 0.61260 -7.34046  0.382
37 H -0.14901 -0.98630 -7.16648  0.434
38 H 1.06721 -1.18771 -5.02689  0.297
39 H -3.63308 3.06532 -1.64025  0.285
40 H -4.41245 4.42306 0.22745  0.405
41 H -2.98641 4.63208 2.30606  0.430
42 H -0.87838 3.37902 2.41647  0.567
43 O -2.32343 -2.41076 1.76101  -0.692
44 C -1.89784 -1.27697 1.87062  -0.253
45 O -1.36413 -0.60436 0.89362  -0.472
46 C -1.92993 -0.61147 3.23425  0.945
47 C -2.84075 -1.06495 4.15459  -0.384
48 C -2.86689 -0.54515 5.44578  -0.698
49 C -1.93849 0.39137 5.84555  -0.250
50 C -0.98206 0.83085 4.94978  -0.642
51 C -0.97280 0.39071 3.58468  0.654
52 O -0.13127 0.86221 2.72964  0.650
53 N -0.00845 1.78078 5.45171  0.951
54 O -0.28718 2.38254 6.47382  -0.650
55 O 1.08536 1.86493 4.91424  -0.576
56 N -3.85526 -1.02009 6.39589  1.040
57 O -4.68002 -1.82585 6.00396  -0.628
58 O -3.80905 -0.58411 7.53374  -0.632
59 H -3.53921 -1.84013 3.87242  0.615
60 H -1.93241 0.76815 6.85684  0.633
61 C 2.64230 -3.73224 -1.11247  -1.054
62 Si 2.10600 -2.71478 -2.60380  0.299
63 C 1.50100 -3.85756 -3.97238  -1.066
64 C 3.53741 -1.65569 -3.23459  -1.076
65 C 0.67544 -1.58832 -2.01645  0.333
66 H 3.24229 -4.59334 -1.41311  0.406
67 H 1.77144 -4.11035 -0.57206  0.354
68 H 3.24007 -3.13881 -0.41701  0.209
69 H 2.34423 -4.39503 -4.41169  0.371
70 H 0.99147 -3.32506 -4.77606  0.351
71 H 0.80521 -4.60009 -3.57619  0.327
72 H 4.28843 -2.28032 -3.72248  0.430
73 H 4.03337 -1.12241 -2.41990  0.268
74 H 3.20614 -0.91180 -3.96238  0.355
75 H -0.29991 -1.95099 -2.34260  0.648
76 H 0.65606 -1.52458 -0.92869  -0.590

Atomic forces in eV per Å
Sc 0.9 0.7 -1.4
C 0.0 0.1 -0.2
O 0.4 -0.1 0.3
C 0.0 -0.2 0.2
C 0.1 0.2 -0.2
O 0.3 0.1 0.0
C -0.1 -0.2 0.0
H 0.0 0.0 0.1
H 0.0 0.0 0.0
H 0.0 0.0 0.0
H 0.0 0.1 0.0
H 0.0 0.0 0.0
H 0.0 0.0 0.0
H 0.0 0.0 0.0
H 0.0 0.1 0.0
H 0.0 0.0 0.0
H 0.0 0.0 0.0
N -0.2 -0.3 -0.2
C 0.1 -0.1 0.2
C 0.0 0.0 -0.1
C 0.0 0.1 0.1
C 0.1 -0.1 -0.1
C 0.0 -0.1 0.0
C 0.1 0.3 0.2
S -0.4 -0.3 0.0
N 0.6 -0.3 -0.5
C -0.5 0.7 0.4
C 0.7 -0.5 -0.8
C -0.3 0.4 0.2
C 0.1 -0.2 -0.4
C 0.3 0.0 0.2
C -0.3 0.5 0.1
N -0.4 -0.1 0.1
H 0.0 0.1 0.0
H 0.0 0.0 0.0
H 0.0 0.0 0.0
H 0.0 0.0 0.0
H 0.0 0.0 0.0
H 0.0 0.0 0.0
H 0.0 0.0 0.0
H 0.0 0.0 0.0
H 0.0 -0.1 0.0
O 0.0 0.1 0.0
C -0.3 -0.4 0.4
O -0.7 -0.9 0.0
C 0.5 0.3 -0.2
C -0.3 -0.1 0.3
C 0.4 0.1 -0.5
C 0.0 0.0 0.2
C -0.5 -0.3 -0.8
C -0.2 0.0 0.9
O 0.0 0.2 1.4
N 0.6 -0.1 0.7
O -0.2 0.1 -0.2
O -0.2 0.0 -0.3
N -0.3 -0.1 0.3
O 0.1 0.1 0.0
O 0.0 0.0 -0.2
H 0.0 0.0 0.0
H -0.1 0.0 0.0
C -0.1 0.1 -0.2
Si 0.2 -0.2 -0.1
C 0.0 0.1 0.2
C -0.2 -0.1 0.1
C 0.1 0.2 -0.4
H 0.0 0.0 0.0
H 0.0 0.0 0.0
H 0.0 0.0 0.0
H 0.0 0.0 0.0
H 0.0 0.0 0.0
H 0.0 0.0 0.0
H 0.0 0.0 0.0
H 0.0 0.0 0.0
H 0.0 0.0 0.0
H -0.1 0.0 0.1
H 0.1 -0.1 0.1

***

DFT (ωB97M-V with the def2-TZVPD basis set) results for one molecule with the formula CH4IOPS at a distorted geometry.

Values from the calculation:
Molecular weight = 221.99 g mol⁻¹
Frontier orbital gap = 8.77 eV

Last column: Mulliken charge in e.
Positions of all 9 atoms, in Å:
1 C 0.29675 0.44881 -0.49219  -0.893
2 O -0.38484 -1.25749 1.58482  -0.441
3 P 0.28409 0.20215 1.27737  0.441
4 S -0.75184 1.54460 2.45524  -0.411
5 I 2.57453 -0.31940 1.85711  -0.006
6 H 0.81176 1.27942 -0.74197  0.374
7 H 0.67513 -0.46723 -1.01671  0.334
8 H -0.74735 0.69212 -0.79342  0.288
9 H -1.19791 -0.96452 2.08037  0.313

Atomic forces in eV per Å
C -2.4 -3.0 -0.1
O -0.7 1.2 -0.1
P -1.5 0.8 2.4
S 1.6 -1.5 -1.8
I -0.1 0.2 -0.1
H 2.2 2.6 -0.7
H -0.3 0.9 0.5
H 0.5 -0.5 0.2
H 0.7 -0.7 -0.4

***

DFT (ωB97M-V with the def2-TZVPD basis set) results for a 3-piece molecular cluster, C3H13NO3 overall at a distorted geometry.

Values from the calculation:
Molecular weight = 111.14 g mol⁻¹
Frontier orbital gap = 10.14 eV

Last column: Mulliken charge in e.
Positions of all 20 atoms, in Å:
1 C 0.21271 -0.37085 -1.66868  -0.664
2 O -0.91521 0.18939 -2.32297  -0.554
3 C 0.91485 0.59762 -0.67096  0.726
4 C 1.38961 -0.18090 0.53490  -1.607
5 N -0.09912 1.59707 -0.27262  -0.743
6 H 0.94614 -0.55798 -2.45809  0.290
7 H -0.08029 -1.28467 -1.14768  0.283
8 H -1.24678 0.84853 -1.68869  0.374
9 H 1.68720 1.12708 -1.23186  0.289
10 H 1.79517 0.48005 1.30840  0.401
11 H 0.57918 -0.71328 1.03165  0.419
12 H 2.13007 -0.94157 0.28872  0.377
13 H 0.10494 1.90309 0.68682  0.234
14 H 0.07993 2.54401 -0.62807  0.188
15 H 1.04574 -2.36489 3.63156  0.311
16 H 0.79773 -3.80669 3.63610  0.309
17 O 1.19549 -3.13149 3.07125  -0.619
18 H -3.71699 0.60391 -0.81883  0.318
19 H -3.62798 2.13008 -0.78230  0.302
20 O -3.19240 1.33151 -0.49868  -0.634

Atomic forces in eV per Å
C 0.2 0.4 -0.5
O 0.4 0.2 0.3
C -1.2 0.3 -0.6
C 0.4 0.1 0.5
N 0.6 1.6 1.5
H -0.1 -0.6 0.1
H 0.1 -0.2 0.0
H -0.3 -0.1 0.0
H 0.4 -0.3 0.3
H 0.3 0.0 -0.2
H -0.3 0.0 -0.3
H 0.1 0.1 -0.1
H -0.5 -1.0 0.2
H 0.0 -0.7 -1.1
H 0.2 0.5 -0.2
H 0.1 -0.3 -0.4
O -0.3 -0.1 0.6
H -0.3 -0.3 -0.3
H -0.3 0.3 -0.2
O 0.5 0.0 0.4

***

DFT (ωB97M-V with the def2-TZVPD basis set) results for a 2-piece molecular cluster, C2H8IN5 overall at a distorted geometry.

Values from the calculation:
Molecular weight = 229.02 g mol⁻¹
Charge = +2
Frontier orbital gap = 8.26 eV

Last column: Mulliken charge in e.
Positions of all 16 atoms, in Å:
1 C 0.20608 -0.12304 -0.96596  0.752
2 C -0.70970 0.67795 -1.68554  -1.146
3 N 0.92341 -1.02528 -0.86847  0.511
4 N -0.13126 0.59446 1.02467  0.576
5 N -0.64213 -0.44046 1.51798  -0.236
6 N 1.69782 -1.97212 -0.51660  -0.944
7 N -0.02085 1.69126 1.63233  -0.513
8 I -2.73986 1.14314 -0.70579  0.235
9 H -0.96017 -0.06718 -2.49972  0.498
10 H -0.16139 1.42754 -2.26742  0.472
11 H -0.80029 -1.27757 0.91655  0.273
12 H -0.98498 -0.62982 2.44400  0.258
13 H 1.58782 -2.73013 -1.31102  0.356
14 H 2.65996 -1.76318 -0.32914  0.311
15 H 0.54353 2.49691 1.14565  0.335
16 H -0.46797 1.99752 2.46848  0.261

Atomic forces in eV per Å
C 0.8 -1.8 -1.2
C -1.8 -0.4 -1.5
N -1.1 3.0 -0.2
N 0.3 0.7 1.2
N -0.6 -1.7 -0.2
N 0.0 -4.6 -2.2
N 1.9 2.2 -1.7
I 1.7 -0.1 -1.1
H -0.3 0.8 0.7
H -0.5 0.7 0.6
H 0.6 1.2 0.2
H -0.2 0.9 0.9
H 0.8 1.3 2.3
H 0.6 0.5 0.2
H -1.5 -2.2 0.8
H -0.6 -0.4 1.3

***

DFT (ωB97M-V with the def2-TZVPD basis set) results for C13H11F6MgN4O7S3 as an isolated structure at a distorted geometry.

Values from the calculation:
Molecular weight = 569.75 g mol⁻¹
Charge = -1
Frontier orbital gap = 7.23 eV

Last column: Mulliken charge in e.
Positions of all 45 atoms, in Å:
1 Mg -0.35568 0.43122 0.97207  2.248
2 N -0.90743 2.57876 -1.25049  -0.398
3 C -1.85014 3.23757 -0.32406  -0.710
4 C -1.26057 3.40504 1.07819  0.569
5 O -1.32000 4.53955 1.58947  -0.805
6 N -0.72289 2.29810 1.59699  -0.031
7 C -0.03746 2.46389 2.88241  -0.711
8 C 1.20909 1.56545 2.92729  0.501
9 O 2.12789 1.80903 3.70030  -0.770
10 O 1.19405 0.57394 2.07792  -0.990
11 H -0.21527 3.24545 -1.56588  0.224
12 H -1.38557 2.23272 -2.07141  0.179
13 H -2.73682 2.60499 -0.23906  0.183
14 H -2.16166 4.22608 -0.65484  0.374
15 H -0.67969 2.15213 3.71684  0.236
16 H 0.24866 3.49565 3.05844  0.399
17 F 1.26219 -1.87532 3.61481  -0.199
18 C 0.90423 -2.40446 2.47116  0.738
19 F 1.70042 -2.04632 1.48616  -0.145
20 F 0.94933 -3.74207 2.56969  -0.251
21 S -0.90335 -1.99273 2.13966  0.955
22 O -1.26205 -0.63248 2.52615  -0.526
23 O -1.59027 -3.05413 2.80533  -0.624
24 N -0.90284 -2.13951 0.53122  -0.469
25 S -2.01215 -1.41175 -0.34018  1.119
26 O -1.95853 -1.83301 -1.70246  -0.691
27 O -2.06452 0.02702 -0.08240  -0.816
28 C -3.64974 -2.03041 0.25743  0.495
29 F -4.56850 -1.63635 -0.62316  -0.209
30 F -3.94970 -1.53300 1.44873  -0.186
31 F -3.63447 -3.35459 0.31651  -0.202
32 S 3.07798 1.51394 -1.87125  -0.323
33 C 1.89757 1.23831 -0.64691  -0.289
34 N 1.23637 0.12898 -0.72001  0.087
35 C 1.67801 -0.63142 -1.80915  -0.435
36 C 1.24419 -1.91045 -2.16216  -0.350
37 C 1.79414 -2.51927 -3.27004  -0.886
38 C 2.78260 -1.88766 -4.03411  -0.427
39 C 3.24218 -0.63290 -3.68726  -0.489
40 C 2.68212 -0.01895 -2.56892  0.787
41 H 1.73074 1.96991 0.13865  0.368
42 H 0.49379 -2.40905 -1.56832  0.342
43 H 1.45567 -3.50883 -3.55323  0.395
44 H 3.19929 -2.39161 -4.89798  0.364
45 H 4.01880 -0.14147 -4.26211  0.373

Atomic forces in eV per Å
Mg 0.2 1.4 -0.6
N -0.2 0.0 0.3
C 0.1 -0.3 -0.1
C 0.3 0.1 0.2
O 0.0 -0.3 0.0
N -0.1 0.8 0.1
C 0.0 -0.3 -0.3
C 0.1 -0.2 -0.2
O -0.2 -0.1 0.0
O 0.7 0.3 0.7
H 0.1 0.1 0.0
H -0.1 0.0 0.0
H 0.0 0.0 -0.1
H -0.1 0.1 0.0
H 0.0 0.1 0.0
H 0.0 0.1 0.0
F 0.1 0.1 0.2
C -0.4 -0.2 -0.3
F 0.1 0.1 0.0
F 0.1 0.1 0.0
S -0.6 -0.8 0.1
O 0.5 -0.7 -0.1
O -0.1 0.1 0.0
N -0.3 0.4 0.2
S -0.3 -0.2 0.0
O 0.2 -0.1 0.1
O 0.0 -0.7 -0.2
C 0.2 0.2 -0.1
F -0.2 0.0 0.0
F 0.0 -0.1 0.0
F -0.1 -0.1 0.0
S 0.0 0.1 0.0
C -0.1 -0.1 0.0
N 0.1 0.1 -0.1
C 0.0 0.1 0.1
C -0.1 0.0 0.1
C 0.0 0.0 0.0
C 0.0 0.1 0.0
C 0.0 0.0 0.0
C 0.0 0.0 0.0
H 0.0 -0.1 -0.1
H 0.0 0.0 0.0
H 0.0 0.0 0.0
H 0.0 0.0 0.0
H -0.1 0.0 0.0

***

What are the E_tot values for these records? In order: -3447.35530, -1153.03040, -402.54261, -651.64141, -3241.80309 a.u..
What are the relative energy (zero: lowest compared OMol25 entry of this formula, charge and spin) values for these records? In order: 1.6694, 0.1942, 1.0294, 0.8187, 0.7393 eV.